C27H35BiN4O3S | ωB97M-V/def2-TZVPD

Values from the calculation:
HOMO energy: -13.431 eV
DFT total energy: -2106.8945 Ha
energy relative to the best compared isomer or geometry (same formula, charge and spin): 3.0 kcal per mole
lowest unoccupied orbital energy: -5.16 eV
Kohn-Sham gap: 8.3 eV
total charge: +2

Geometry (Å):
Bi -0.566256 1.416394 -0.618766
C -2.887849 2.303199 1.910037
C -2.496943 0.829717 1.970353
N -2.318774 0.273891 0.615150
C -3.614360 0.089843 -0.096590
C -3.616808 0.603196 -1.528595
N -3.004833 1.935606 -1.612764
C -3.737511 3.019001 -0.929138
C -2.843935 3.856936 -0.022226
N -2.065737 3.040769 0.930171
H -2.792678 2.741782 2.904979
H -3.939241 2.408626 1.644652
H -3.261521 0.268217 2.513097
H -1.552789 0.704288 2.491961
H -1.865961 -0.633183 0.679687
H -4.381909 0.602510 0.481613
H -3.889756 -0.965207 -0.085991
H -4.651795 0.596762 -1.889567
H -3.039506 -0.062684 -2.171751
H -2.895893 2.175914 -2.591594
H -4.563301 2.588728 -0.362043
H -4.205476 3.682318 -1.658577
H -3.468828 4.588421 0.501674
H -2.130749 4.425051 -0.622981
H -1.447499 3.670317 1.430387
C -2.529173 -4.259711 -4.007776
O -1.365724 -3.759448 -4.662686
C -0.673765 -2.772692 -4.097975
C 0.471123 -2.360935 -4.807674
C 1.248119 -1.372259 -4.284468
C 0.939228 -0.721283 -3.063775
C 1.857475 0.256486 -2.537854
C 3.188036 0.489938 -3.189535
O 1.604026 0.937599 -1.517388
C -0.233795 -1.130082 -2.379710
O -0.652618 -0.618710 -1.206838
C -1.020413 -2.158147 -2.899497
H -2.902477 -5.055724 -4.643508
H -3.284696 -3.476668 -3.918924
H -2.275012 -4.660642 -3.025588
H 0.707363 -2.850040 -5.740335
H 2.131350 -1.072768 -4.829053
H 3.748779 -0.439129 -3.291729
H 3.747893 1.207521 -2.596663
H 3.051427 0.892400 -4.194491
H -1.885503 -2.465959 -2.331640
N 0.565560 0.928203 1.289459
S 1.580030 -0.342869 1.367396
C 1.375698 -1.034634 2.990435
C 1.861826 -2.326324 3.159199
C 1.768972 -2.914323 4.409892
C 1.189877 -2.219859 5.464627
C 0.703443 -0.936050 5.278283
C 0.794030 -0.330329 4.032232
C 3.248605 0.235330 1.441061
C 4.092583 -0.134682 0.404180
C 5.412352 0.291540 0.432406
C 5.860949 1.084317 1.477837
C 5.006554 1.444155 2.513776
C 3.692455 1.012300 2.506381
H 0.860370 1.712888 1.862531
H 2.308456 -2.864009 2.333108
H 2.141402 -3.917615 4.559726
H 1.116409 -2.686339 6.436743
H 0.256669 -0.401635 6.105489
H 0.420204 0.672004 3.879830
H 3.725350 -0.757235 -0.399421
H 6.089593 0.000394 -0.358024
H 6.889407 1.416960 1.493120
H 5.374661 2.046661 3.332271
H 3.032789 1.251027 3.331388

Forces on atoms 1 to 2 (eV/Å):
Bi 0.0 0.2 0.2
C 0.0 0.0 0.0

Atom charges from the Löwdin analysis, given in e for atoms 1 to 8: 1.912, -0.171, -0.185, -0.155, -0.154, -0.198, -0.154, -0.182